A.
A structure of composition C38H38Cl3N4OTi. Source: the Open Molecules 2025 dataset; level of theory: ωB97M-V/def2-TZVPD.

Cartesian coordinates (Å):
Ti -0.03 -1.82 -0.58
C -1.04 -2.26 2.17
C -0.38 -3.32 1.54
C 0.96 -3.57 1.84
C 1.62 -2.80 2.79
C 0.95 -1.76 3.42
C -0.37 -1.48 3.10
H -2.09 -2.08 1.99
H -0.91 -4.01 0.89
H 1.47 -4.39 1.35
H 2.64 -3.02 3.05
H 1.46 -1.17 4.17
H -0.90 -0.67 3.60
Cl 3.17 -5.19 -2.06
C 2.69 -3.81 -2.96
C 3.22 -3.59 -4.25
C 2.85 -2.50 -4.98
Cl 3.52 -2.25 -6.55
C 1.92 -1.55 -4.46
C 1.47 -0.40 -5.13
C 0.56 0.42 -4.51
C 0.09 0.09 -3.23
N 0.49 -0.99 -2.57
C 1.41 -1.80 -3.18
C 1.80 -2.92 -2.42
O 1.22 -3.03 -1.21
H 3.92 -4.31 -4.65
H 1.84 -0.17 -6.12
H 0.19 1.31 -4.99
H -0.64 0.72 -2.73
C -3.63 3.59 2.30
C -3.57 3.52 0.77
C -2.82 4.75 0.23
C -4.99 3.51 0.21
C -2.79 2.27 0.37
C -3.32 1.26 -0.43
C -2.56 0.16 -0.73
N -1.30 -0.01 -0.30
C -0.75 0.97 0.45
C -1.47 2.10 0.80
C 0.66 0.77 0.84
C 1.40 1.70 1.56
C 2.75 1.48 1.84
C 3.30 0.30 1.36
C 2.51 -0.60 0.67
N 1.22 -0.38 0.42
C 3.53 2.51 2.64
C 4.99 2.08 2.85
C 2.86 2.69 4.01
C 3.51 3.84 1.87
H -4.19 4.48 2.60
H -2.64 3.65 2.76
H -4.14 2.72 2.72
H -3.37 5.65 0.50
H -2.75 4.72 -0.86
H -1.82 4.84 0.64
H -5.50 4.42 0.53
H -5.57 2.66 0.58
H -5.00 3.50 -0.88
H -4.33 1.32 -0.81
H -2.96 -0.63 -1.35
H -1.01 2.86 1.41
H 0.93 2.61 1.89
H 4.34 0.05 1.52
H 2.91 -1.54 0.31
H 5.06 1.14 3.40
H 5.50 2.85 3.43
H 5.52 1.97 1.90
H 2.87 1.75 4.57
H 1.83 3.03 3.93
H 3.41 3.43 4.59
H 3.97 3.74 0.89
H 4.07 4.59 2.43
H 2.50 4.22 1.74
Cl -2.31 -4.79 -4.84
C -2.61 -4.20 -3.25
C -3.78 -4.50 -2.58
C -3.95 -3.99 -1.30
C -2.95 -3.20 -0.76
N -1.82 -2.91 -1.41
C -1.66 -3.40 -2.64
H -4.54 -5.12 -3.04
H -4.84 -4.19 -0.73
H -3.06 -2.79 0.24
H -0.74 -3.17 -3.17

⟨S²⟩: 0.7538
HOMO energy (spin up / spin down) (Eh): -0.48958 / -0.49039
Total charge: +2
Kohn-Sham gap (spin up / spin down) (eV): 7.31 / 7.32
Spin multiplicity: 2
Lowest unoccupied orbital energy (spin up / spin down) (eV): -6.02 / -6.02


B.
A structure of composition C38H38Cl3N4OTi. Source: the Open Molecules 2025 dataset; level of theory: ωB97M-V/def2-TZVPD.

Cartesian coordinates (Å):
Ti -1.71 0.30 -0.60
C -3.48 -3.74 -0.76
C -2.34 -3.61 -1.56
C -2.13 -2.43 -2.26
C -3.05 -1.39 -2.16
C -4.15 -1.50 -1.32
C -4.37 -2.69 -0.62
H -3.66 -4.68 -0.25
H -1.65 -4.44 -1.66
H -1.29 -2.36 -2.94
H -2.98 -0.54 -2.83
H -4.88 -0.70 -1.27
H -5.25 -2.81 -0.01
Cl -4.19 4.19 -2.13
C -2.89 3.46 -2.98
C -2.39 4.05 -4.16
C -1.34 3.49 -4.84
Cl -0.75 4.24 -6.27
C -0.72 2.30 -4.36
C 0.39 1.66 -4.95
C 0.92 0.54 -4.35
C 0.34 0.05 -3.18
N -0.72 0.61 -2.61
C -1.25 1.73 -3.19
C -2.34 2.30 -2.50
O -2.73 1.68 -1.37
H -2.85 4.95 -4.53
H 0.82 2.07 -5.85
H 1.77 0.04 -4.78
H 0.74 -0.83 -2.70
C 2.08 -2.89 4.54
C 1.61 -3.72 3.34
C 2.82 -4.22 2.54
C 0.82 -4.93 3.85
C 0.77 -2.83 2.44
C -0.58 -3.07 2.18
C -1.28 -2.21 1.35
N -0.73 -1.13 0.78
C 0.57 -0.87 1.05
C 1.33 -1.70 1.85
C 1.09 0.39 0.47
C 2.43 0.71 0.40
C 2.85 1.94 -0.09
C 1.84 2.83 -0.49
C 0.52 2.44 -0.43
N 0.14 1.24 0.04
C 4.31 2.31 -0.24
C 4.64 2.24 -1.75
C 4.56 3.74 0.27
C 5.23 1.35 0.52
H 2.69 -3.52 5.20
H 1.23 -2.52 5.12
H 2.69 -2.04 4.24
H 3.43 -4.87 3.18
H 3.45 -3.41 2.20
H 2.50 -4.81 1.67
H 1.47 -5.54 4.48
H 0.46 -5.56 3.03
H -0.03 -4.63 4.46
H -1.10 -3.91 2.61
H -2.32 -2.38 1.14
H 2.35 -1.44 2.06
H 3.16 -0.02 0.74
H 2.08 3.81 -0.86
H -0.27 3.10 -0.76
H 4.02 2.94 -2.31
H 4.48 1.24 -2.14
H 5.68 2.51 -1.91
H 4.03 4.49 -0.32
H 5.62 3.96 0.19
H 4.27 3.84 1.32
H 5.19 0.34 0.12
H 4.98 1.32 1.58
H 6.26 1.69 0.43
Cl -3.29 4.41 2.91
C -3.60 2.78 2.49
C -4.67 2.08 3.02
C -4.86 0.76 2.63
C -3.99 0.20 1.72
N -2.97 0.88 1.20
C -2.77 2.14 1.58
H -5.34 2.56 3.73
H -5.68 0.18 3.03
H -4.12 -0.82 1.40
H -1.93 2.67 1.15

⟨S²⟩: 0.7536
HOMO energy (spin up / spin down) (Eh): -0.48919 / -0.48953
Total charge: +2
Kohn-Sham gap (spin up / spin down) (eV): 7.09 / 7.14
Spin multiplicity: 2
Lowest unoccupied orbital energy (spin up / spin down) (eV): -6.22 / -6.18


Quick one: most stable of them? A


A.
A cluster of 7 separate species, H13O7 in total. Source: the Open Molecules 2025 dataset; level of theory: ωB97M-V/def2-TZVPD.

Cartesian coordinates (Å):
O -35.39 2.17 -26.28
H -35.56 1.89 -27.14
O -35.17 4.80 -27.52
H -34.34 4.90 -27.97
H -35.23 3.83 -27.16
O -33.60 1.11 -24.73
H -33.87 0.48 -23.98
H -34.30 1.33 -25.39
O -33.18 2.37 -27.85
H -32.51 2.82 -27.36
H -33.85 2.44 -27.27
O -36.56 0.09 -24.93
H -36.28 0.73 -25.57
H -36.12 0.18 -24.06
O -35.29 3.59 -23.93
H -34.32 3.52 -23.78
H -35.28 3.05 -24.73
O -37.98 3.08 -26.10
H -38.11 3.87 -25.72
H -36.95 3.02 -25.99

HOMO energy (Eh): -0.23963
Total charge: -1
Kohn-Sham gap (eV): 10.10
Lowest unoccupied orbital energy (eV): 3.58


B.
A cluster of 7 separate species, H13O7 in total. Source: the Open Molecules 2025 dataset; level of theory: ωB97M-V/def2-TZVPD.

Cartesian coordinates (Å):
O -0.01 0.34 0.33
H -0.24 1.03 1.00
O -1.96 0.46 -1.44
H -1.34 0.52 -0.75
H -1.67 1.24 -1.90
O 1.20 -0.83 -1.71
H 0.78 -0.22 -1.10
H 1.88 -1.28 -1.22
O -2.20 -0.29 1.69
H -2.75 -0.69 1.08
H -1.41 -0.08 1.21
O 2.32 0.04 1.61
H 2.08 -0.45 2.41
H 1.49 0.25 1.11
O 0.94 2.00 -1.55
H 1.85 1.96 -1.35
H 0.49 1.52 -0.79
O -0.25 -2.13 0.38
H -0.11 -1.18 0.16
H -1.09 -2.22 0.82

HOMO energy (Eh): -0.23240
Total charge: -1
Kohn-Sham gap (eV): 10.03
Lowest unoccupied orbital energy (eV): 3.71


Quick one: most stable of them? B